{
  "formula": "C6H9N3O3",
  "method": "ωB97M-V with the def2-TZVPD basis set",
  "species": ["C", "C", "C", "C", "C", "C", "N", "N", "N", "O", "O", "O", "H", "H", "H", "H", "H", "H", "H", "H", "H"],
  "xyz": [[-1.88435, 1.11594, -0.01034], [1.88352, -1.14491, 0.68321], [0.36409, -1.38667, 0.80090], [0.60236, -0.05840, -1.63251], [0.56471, 0.99401, -0.50141], [0.93210, -0.38810, -0.18403], [-2.81289, 1.87686, 0.49757], [-2.07237, -0.10498, -0.49780], [-3.19982, -0.70477, -0.24607], [-0.64119, 1.60030, 0.03138], [-4.14202, -0.13768, 0.34468], [-3.24491, -1.84031, -0.61503], [2.35859, -0.61944, 1.45720], [2.56949, -1.77478, 0.37437], [-0.02590, -2.35850, 0.52724], [-0.17866, -1.04747, 1.61014], [-0.32532, -0.58450, -1.93028], [1.50811, -0.10751, -2.35782], [1.22252, 1.74079, -0.48487], [-3.62969, 1.22022, 0.52645], [-2.42078, 2.61706, 1.00939]],
  "de_lowest_ev": 6.590,
  "orbital_gap_ev": 10.535,
  "multiplicity": 1,
  "total_charge": 0,
  "smiles": "N/C(=N\\[N+](=O)[O-])O[C@@H]1CC12CC2"
}


{
  "formula": "C6H9N3O3",
  "method": "ωB97M-V with the def2-TZVPD basis set",
  "species": ["C", "C", "C", "C", "C", "C", "N", "N", "N", "O", "O", "O", "H", "H", "H", "H", "H", "H", "H", "H", "H"],
  "xyz": [[1.34353, -1.24390, -0.12301], [-1.22285, 0.26049, 1.23316], [-1.10334, -0.59222, -0.00732], [-0.85340, 0.85084, -0.10057], [-2.40066, -1.24845, -0.49986], [-0.43562, 1.94591, -0.71180], [0.02763, -1.47122, -0.18177], [1.62118, 0.10340, 0.17884], [2.78130, 0.51570, -0.05471], [3.76796, 0.05858, -0.53387], [2.21779, -2.05075, -0.31198], [2.97449, 1.93650, 0.30034], [-2.15457, 0.52580, 1.71086], [-0.48072, 0.30172, 1.94284], [-3.17089, -0.45944, -0.54241], [-2.84598, -1.94687, 0.37224], [-2.13117, -1.88101, -1.44804], [2.62010, 2.06408, 1.18130], [-0.16341, 2.87006, -0.05823], [-0.22261, 1.93451, -1.72396], [-0.16878, -2.47372, -0.62203]],
  "de_lowest_ev": 6.681,
  "orbital_gap_ev": 9.548,
  "multiplicity": 1,
  "total_charge": 0
}


> multiplicity of number 1 (C6H9N3O3)?

1